67
Properties=species:S:1:pos:R:3 method="wB97M-V/def2-TZVPD" homo_lumo_gap_ev="5.44 / 5.50" energy_ev=-37290.3418 lumo_ev="-9.457 / -9.404" max_force_ha_per_bohr=0.0056 total_charge=+2 relative_energy_kcal_mol=2.8 spin_multiplicity=1
Pd -0.8848 1.3383 0.2745
C -2.8248 2.7655 0.0831
C -2.1105 2.9531 1.2866
C -2.3156 2.0747 2.3726
C -3.1637 0.9942 2.2261
C -3.8514 0.7982 1.0174
C -3.7003 1.6761 -0.0413
H -2.7473 3.4972 -0.7103
H -1.5271 3.8521 1.4326
H -1.8173 2.2611 3.3144
H -3.3260 0.3123 3.0501
H -4.5426 -0.0308 0.9349
H -4.2802 1.5414 -0.9440
C 1.6237 0.6259 -2.7470
C 0.2154 0.2402 -3.2156
C -0.8357 1.3533 -3.1473
C -0.2576 -1.0747 -2.6150
C -0.4836 -2.0923 -3.5103
C -0.7273 -3.4094 -3.1100
C -0.7879 -3.7380 -1.7689
C -0.5940 -2.7899 -0.7831
C -1.0877 -3.2135 0.6058
C -1.8893 -2.1492 1.3496
C -0.0451 -3.8996 1.4963
C -0.2504 -1.4270 -1.2035
N 0.1688 -0.5373 -0.2698
C 1.0984 -1.0471 0.5817
C 2.0784 -1.9564 0.0830
C 3.1315 -2.3636 0.8677
C 3.2459 -1.8892 2.1696
C 2.3047 -1.0055 2.7055
C 1.2689 -0.5897 1.9190
F 0.3308 0.1895 2.4455
H 1.9514 1.5257 -3.2687
H 2.3346 -0.1655 -2.9934
H 1.6893 0.8105 -1.6765
H 0.3221 0.0233 -4.2796
H -1.0385 1.6778 -2.1294
H -1.7746 1.0144 -3.5863
H -0.4934 2.2194 -3.7143
H -0.4196 -1.8754 -4.5684
H -0.8981 -4.1708 -3.8607
H -1.0679 -4.7431 -1.4798
H -1.8110 -3.9942 0.3633
H -1.2765 -1.3634 1.7867
H -2.4323 -2.6207 2.1691
H -2.6245 -1.6886 0.6884
H 0.6037 -3.1807 1.9964
H 0.5753 -4.5956 0.9310
H -0.5606 -4.4676 2.2702
H 2.0508 -2.2096 -0.9686
H 3.8902 -3.0157 0.4583
H 4.0843 -2.1963 2.7814
H 2.3698 -0.6554 3.7270
C 2.8565 3.4282 0.0326
C 1.7344 2.6203 0.7094
C 1.4840 3.1330 2.1230
C 0.5176 2.7220 -0.1714
H 3.7547 3.4015 0.6496
H 2.5593 4.4722 -0.0806
H 3.1059 3.0335 -0.9531
H 2.0744 1.5764 0.7440
H 1.3142 4.2120 2.1074
H 2.3501 2.9518 2.7600
H 0.6176 2.6596 2.5859
H 0.7234 2.5142 -1.2176
H 0.0175 3.6868 -0.0851

79
Properties=species:S:1:pos:R:3 method="wB97M-V/def2-TZVPD" homo_lumo_gap_ev="7.53 / 5.10" energy_ev=-71972.9659 lumo_ev="-10.869 / -13.359" max_force_ha_per_bohr=0.0567 total_charge=+4 relative_energy_kcal_mol=78.9 spin_multiplicity=2
Ir -0.0249 -0.4147 0.6202
C -4.9750 1.7641 -4.2778
C -3.5720 2.2637 -3.8312
C -3.3708 3.7127 -4.3647
C -2.5004 1.3578 -4.4341
C -3.5400 2.3228 -2.3474
C -4.5450 3.1402 -1.6637
C -4.6013 3.2497 -0.3134
C -3.6481 2.5229 0.4306
S -3.4990 2.4360 2.1148
C -2.1387 1.3380 1.9243
N -1.8067 1.0674 0.6914
C -2.6386 1.7086 -0.2194
C -2.5857 1.6260 -1.5827
C -1.4402 0.7174 2.9951
C -1.7300 0.9769 4.3414
C -1.0375 0.3090 5.3292
C -0.0702 -0.6164 4.9595
C 0.2203 -0.8703 3.6168
C -0.4544 -0.2087 2.5916
H -4.9642 1.6739 -5.3645
H -5.7704 2.4597 -4.0101
H -5.2141 0.7876 -3.8524
H -3.3464 3.6607 -5.4535
H -2.4320 4.1487 -4.0168
H -4.1871 4.3768 -4.0791
H -2.5836 1.3802 -5.5192
H -2.6222 0.3171 -4.1166
H -1.4901 1.6930 -4.1773
H -5.2735 3.6709 -2.2615
H -5.3473 3.8650 0.1741
H -1.8315 1.0158 -2.0619
H -2.4987 1.6923 4.6185
H -1.2482 0.4969 6.3730
H 0.4688 -1.1546 5.7311
H 0.9976 -1.5988 3.4042
N 1.8409 3.4427 0.2852
C 0.9551 2.7140 0.9533
N 0.9092 1.5132 0.3904
C 1.8008 1.5934 -0.6441
N 2.3937 2.7502 -0.7372
C 1.9261 0.4701 -1.5864
C 2.6210 0.5298 -2.7848
N 2.6214 -0.4921 -3.6391
C 1.9246 -1.5727 -3.2923
C 1.2453 -1.6516 -2.0843
N 1.2498 -0.6263 -1.2275
H 2.1047 4.4085 0.4349
H 0.3891 3.0600 1.8058
H 3.1813 1.4187 -3.0514
H 1.8977 -2.3936 -3.9992
H 0.6926 -2.5389 -1.8065
C 1.3759 -5.3432 1.2885
C 0.2209 -4.7066 0.6074
N -0.7261 -5.3116 -0.0226
N -1.5499 -4.3068 -0.4887
C -1.1465 -3.0980 -0.1531
S -1.7599 -1.5417 -0.4942
N -0.0049 -3.3231 0.5344
N 0.7598 -2.2550 1.0705
H 1.2904 -6.4210 1.1711
H 1.3819 -5.1129 2.3560
H 2.3238 -5.0252 0.8477
H -2.3856 -4.5551 -1.0013
H 0.5650 -2.2190 2.0710
H 1.7493 -2.4522 0.9354
N 6.1871 -1.0440 3.3926
C 5.7327 -1.1491 1.9474
C 4.2728 -1.5835 1.7532
N 3.2108 -0.5614 1.8053
H 7.1757 -0.7792 3.4383
H 6.1044 -1.9365 3.8842
H 5.6716 -0.3427 3.9256
H 6.3985 -1.8741 1.4836
H 5.9204 -0.1797 1.4912
H 4.0267 -2.3779 2.4647
H 4.2547 -2.0324 0.7597
H 3.4444 0.2225 1.2058
H 3.0541 -0.2043 2.7409

71
Properties=species:S:1:pos:R:3 method="wB97M-V/def2-TZVPD" homo_lumo_gap_ev="3.32 / 5.71" energy_ev=-41425.8039 lumo_ev="2.771 / 2.662" max_force_ha_per_bohr=0.0296 total_charge=-1 spin_multiplicity=3
C 2.3092 -0.3575 1.1959
C 2.3383 -1.0636 -0.0460
C 1.9606 -0.1734 -1.0859
H 2.6494 -2.0968 -0.1763
C 1.6783 1.0969 -0.5038
C 1.9167 1.0056 0.9117
H 1.4237 2.0104 -1.0392
C -1.1739 -1.9538 1.5854
C -0.0243 -2.6396 1.0623
C -0.1349 -2.6653 -0.3605
H 0.7478 -3.1105 1.6646
C -1.2960 -1.9415 -0.7428
C -1.9182 -1.4529 0.4577
H 1.9633 -0.4005 -2.1514
H 1.8497 1.8235 1.6253
H 2.5732 -0.7555 2.1720
H -2.8486 -0.8896 0.4890
H 0.5315 -3.1662 -1.0615
H -1.4482 -1.8487 2.6290
Pd 0.0732 -0.2790 0.6973
C -1.8509 -1.7429 -2.1355
C -3.3644 -2.0040 -2.1277
C -1.1600 -2.6776 -3.1384
H -3.5571 -3.0298 -1.7876
H -3.7550 -1.8764 -3.1412
H -3.8792 -1.3019 -1.4622
H -1.3544 -3.7213 -2.8607
H -0.0750 -2.5086 -3.1634
H -1.5698 -2.4947 -4.1382
C -1.5359 -0.2702 -2.5074
C -2.0739 0.2343 -3.8429
H -0.4387 -0.1580 -2.5095
H -1.9247 0.4132 -1.7295
O -2.9908 -0.2783 -4.4857
N -1.4510 1.3561 -4.3211
C -0.2916 2.0391 -3.7597
H -1.8325 1.7213 -5.1849
C 1.0282 1.4500 -4.2210
C 2.2105 2.0854 -3.8324
H 2.1356 2.9792 -3.2079
C 3.4487 1.5809 -4.2296
H 4.3596 2.0889 -3.9118
C 3.5124 0.4364 -5.0336
H 4.4793 0.0466 -5.3538
C 2.3336 -0.2017 -5.4294
H 2.3598 -1.0924 -6.0579
C 1.0903 0.3056 -5.0273
H 0.1665 -0.1768 -5.3564
H -0.3415 2.0204 -2.6570
H -0.3463 3.0989 -4.0521
C -1.6000 2.2456 5.1770
C -0.4672 1.6341 4.3934
C 0.7377 2.5730 4.4709
O -0.8408 1.4941 3.0182
B -0.1488 0.3718 2.5903
O 0.4627 -0.3609 3.6120
C -0.1112 0.1670 4.8156
C 0.8863 0.0394 5.9356
C -1.3405 -0.6697 5.1665
H -2.5234 1.6654 5.1008
H -1.7890 3.2693 4.8439
H -1.3099 2.2937 6.2318
H 0.4477 3.5510 4.0669
H 1.0406 2.7265 5.5114
H 1.6058 2.2039 3.9055
H 0.4630 0.4846 6.8427
H 1.0807 -1.0161 6.1476
H 1.8309 0.5408 5.7095
H -2.1173 -0.6303 4.3892
H -1.0312 -1.7143 5.3021
H -1.7788 -0.3327 6.1119

87
Properties=species:S:1:pos:R:3 method="wB97M-V/def2-TZVPD" homo_lumo_gap_ev=8.92 energy_ev=-483321.8223 lumo_ev=-0.455 max_force_ha_per_bohr=0.0413 relative_energy_kcal_mol=0.0 spin_multiplicity=1
C -0.5856 3.3202 -1.6404
C -1.7562 2.3497 -1.6578
C -1.8132 1.3335 -2.8292
O -1.7989 0.0670 -2.2098
C -1.7680 0.1884 -0.8883
O -1.8624 -0.6979 -0.0925
O -1.5431 1.4629 -0.5567
H -0.6740 4.1220 -2.3693
H 0.3307 2.7473 -1.8039
H -0.5169 3.7266 -0.6339
H -2.6800 2.9267 -1.6128
H -0.9082 1.4396 -3.4458
H -2.5973 1.4171 -3.5809
C -1.4202 -3.9722 -3.8096
C -0.5817 -3.0254 -2.9930
C -0.5471 -3.3455 -1.4929
O 0.8473 -3.1958 -1.1912
C 1.5755 -3.1773 -2.3060
O 2.7733 -3.1767 -2.3638
O 0.8023 -3.2029 -3.3940
H -1.1489 -3.9935 -4.8610
H -2.4920 -3.7635 -3.7124
H -1.4379 -4.9824 -3.3884
H -0.7456 -1.9648 -3.1957
H -0.9513 -4.3189 -1.2143
H -1.1640 -2.6214 -0.9754
C 5.7868 -4.1034 -2.5371
C 5.4672 -2.9891 -1.5559
C 5.2428 -3.5187 -0.1418
O 6.2294 -2.8938 0.6622
C 7.0501 -2.1794 -0.1215
O 8.0172 -1.5813 0.2367
O 6.6270 -2.1602 -1.4039
H 4.9633 -4.7990 -2.7073
H 6.6798 -4.6632 -2.2544
H 5.9504 -3.6827 -3.5335
H 4.6186 -2.4578 -1.9813
H 5.3620 -4.6068 -0.1829
H 4.2256 -3.3982 0.2329
C -3.0499 4.5088 4.6669
C -2.3050 3.9576 3.4731
C -2.6331 2.4998 3.0983
O -2.6857 2.5232 1.6908
C -2.8211 3.7833 1.2622
O -3.0802 4.0925 0.1490
O -2.5317 4.6575 2.2397
H -4.1214 4.3112 4.5991
H -2.9033 5.5883 4.6832
H -2.7104 4.0717 5.6042
H -1.2213 4.0067 3.6121
H -3.5566 2.1547 3.5756
H -1.8766 1.8214 3.4910
C -6.1692 -1.9949 1.4565
C -4.8281 -1.4397 1.0415
C -3.6605 -2.4352 1.1390
O -3.4519 -2.8939 -0.1887
C -4.1183 -2.1182 -1.0470
O -4.0230 -2.1624 -2.2364
O -4.9118 -1.2614 -0.4044
H -7.0330 -1.3869 1.2002
H -6.1483 -2.1254 2.5464
H -6.3643 -3.0033 1.0846
H -4.5721 -0.4614 1.4447
H -3.9713 -3.2971 1.7369
H -2.7706 -2.0311 1.6127
F 4.6065 3.3853 3.3561
C 3.4246 3.7529 2.8438
C 2.5889 2.7708 2.3304
C 1.3464 3.1220 1.8299
C 1.0239 4.4788 1.7558
C 1.8905 5.4677 2.1668
C 3.0956 5.0908 2.7543
H 2.8814 1.7275 2.3047
H 0.7115 2.3528 1.4177
H 0.0273 4.7638 1.4289
H 1.5191 6.4723 2.3207
H 3.7396 5.8150 3.2380
C 0.6678 -1.5241 1.6660
Br 2.5765 -1.8206 1.8959
Br -0.0218 -0.0291 2.7347
Br -0.3452 -3.1311 2.1154
H 0.5303 -1.3663 0.6075
C 2.8128 -0.0262 -3.0042
Br 2.1290 0.0441 -1.1592
Br 4.2711 1.2813 -3.1842
Br 1.4066 0.4433 -4.2975
H 3.0796 -1.0665 -3.1459

Copy entry 1 word for word.
67
Properties=species:S:1:pos:R:3 method="wB97M-V/def2-TZVPD" homo_lumo_gap_ev="5.44 / 5.50" energy_ev=-37290.3418 lumo_ev="-9.457 / -9.404" max_force_ha_per_bohr=0.0056 total_charge=+2 relative_energy_kcal_mol=2.8 spin_multiplicity=1
Pd -0.8848 1.3383 0.2745
C -2.8248 2.7655 0.0831
C -2.1105 2.9531 1.2866
C -2.3156 2.0747 2.3726
C -3.1637 0.9942 2.2261
C -3.8514 0.7982 1.0174
C -3.7003 1.6761 -0.0413
H -2.7473 3.4972 -0.7103
H -1.5271 3.8521 1.4326
H -1.8173 2.2611 3.3144
H -3.3260 0.3123 3.0501
H -4.5426 -0.0308 0.9349
H -4.2802 1.5414 -0.9440
C 1.6237 0.6259 -2.7470
C 0.2154 0.2402 -3.2156
C -0.8357 1.3533 -3.1473
C -0.2576 -1.0747 -2.6150
C -0.4836 -2.0923 -3.5103
C -0.7273 -3.4094 -3.1100
C -0.7879 -3.7380 -1.7689
C -0.5940 -2.7899 -0.7831
C -1.0877 -3.2135 0.6058
C -1.8893 -2.1492 1.3496
C -0.0451 -3.8996 1.4963
C -0.2504 -1.4270 -1.2035
N 0.1688 -0.5373 -0.2698
C 1.0984 -1.0471 0.5817
C 2.0784 -1.9564 0.0830
C 3.1315 -2.3636 0.8677
C 3.2459 -1.8892 2.1696
C 2.3047 -1.0055 2.7055
C 1.2689 -0.5897 1.9190
F 0.3308 0.1895 2.4455
H 1.9514 1.5257 -3.2687
H 2.3346 -0.1655 -2.9934
H 1.6893 0.8105 -1.6765
H 0.3221 0.0233 -4.2796
H -1.0385 1.6778 -2.1294
H -1.7746 1.0144 -3.5863
H -0.4934 2.2194 -3.7143
H -0.4196 -1.8754 -4.5684
H -0.8981 -4.1708 -3.8607
H -1.0679 -4.7431 -1.4798
H -1.8110 -3.9942 0.3633
H -1.2765 -1.3634 1.7867
H -2.4323 -2.6207 2.1691
H -2.6245 -1.6886 0.6884
H 0.6037 -3.1807 1.9964
H 0.5753 -4.5956 0.9310
H -0.5606 -4.4676 2.2702
H 2.0508 -2.2096 -0.9686
H 3.8902 -3.0157 0.4583
H 4.0843 -2.1963 2.7814
H 2.3698 -0.6554 3.7270
C 2.8565 3.4282 0.0326
C 1.7344 2.6203 0.7094
C 1.4840 3.1330 2.1230
C 0.5176 2.7220 -0.1714
H 3.7547 3.4015 0.6496
H 2.5593 4.4722 -0.0806
H 3.1059 3.0335 -0.9531
H 2.0744 1.5764 0.7440
H 1.3142 4.2120 2.1074
H 2.3501 2.9518 2.7600
H 0.6176 2.6596 2.5859
H 0.7234 2.5142 -1.2176
H 0.0175 3.6868 -0.0851

Copy entry 3 word for word.
71
Properties=species:S:1:pos:R:3 method="wB97M-V/def2-TZVPD" homo_lumo_gap_ev="3.32 / 5.71" energy_ev=-41425.8039 lumo_ev="2.771 / 2.662" max_force_ha_per_bohr=0.0296 total_charge=-1 spin_multiplicity=3
C 2.3092 -0.3575 1.1959
C 2.3383 -1.0636 -0.0460
C 1.9606 -0.1734 -1.0859
H 2.6494 -2.0968 -0.1763
C 1.6783 1.0969 -0.5038
C 1.9167 1.0056 0.9117
H 1.4237 2.0104 -1.0392
C -1.1739 -1.9538 1.5854
C -0.0243 -2.6396 1.0623
C -0.1349 -2.6653 -0.3605
H 0.7478 -3.1105 1.6646
C -1.2960 -1.9415 -0.7428
C -1.9182 -1.4529 0.4577
H 1.9633 -0.4005 -2.1514
H 1.8497 1.8235 1.6253
H 2.5732 -0.7555 2.1720
H -2.8486 -0.8896 0.4890
H 0.5315 -3.1662 -1.0615
H -1.4482 -1.8487 2.6290
Pd 0.0732 -0.2790 0.6973
C -1.8509 -1.7429 -2.1355
C -3.3644 -2.0040 -2.1277
C -1.1600 -2.6776 -3.1384
H -3.5571 -3.0298 -1.7876
H -3.7550 -1.8764 -3.1412
H -3.8792 -1.3019 -1.4622
H -1.3544 -3.7213 -2.8607
H -0.0750 -2.5086 -3.1634
H -1.5698 -2.4947 -4.1382
C -1.5359 -0.2702 -2.5074
C -2.0739 0.2343 -3.8429
H -0.4387 -0.1580 -2.5095
H -1.9247 0.4132 -1.7295
O -2.9908 -0.2783 -4.4857
N -1.4510 1.3561 -4.3211
C -0.2916 2.0391 -3.7597
H -1.8325 1.7213 -5.1849
C 1.0282 1.4500 -4.2210
C 2.2105 2.0854 -3.8324
H 2.1356 2.9792 -3.2079
C 3.4487 1.5809 -4.2296
H 4.3596 2.0889 -3.9118
C 3.5124 0.4364 -5.0336
H 4.4793 0.0466 -5.3538
C 2.3336 -0.2017 -5.4294
H 2.3598 -1.0924 -6.0579
C 1.0903 0.3056 -5.0273
H 0.1665 -0.1768 -5.3564
H -0.3415 2.0204 -2.6570
H -0.3463 3.0989 -4.0521
C -1.6000 2.2456 5.1770
C -0.4672 1.6341 4.3934
C 0.7377 2.5730 4.4709
O -0.8408 1.4941 3.0182
B -0.1488 0.3718 2.5903
O 0.4627 -0.3609 3.6120
C -0.1112 0.1670 4.8156
C 0.8863 0.0394 5.9356
C -1.3405 -0.6697 5.1665
H -2.5234 1.6654 5.1008
H -1.7890 3.2693 4.8439
H -1.3099 2.2937 6.2318
H 0.4477 3.5510 4.0669
H 1.0406 2.7265 5.5114
H 1.6058 2.2039 3.9055
H 0.4630 0.4846 6.8427
H 1.0807 -1.0161 6.1476
H 1.8309 0.5408 5.7095
H -2.1173 -0.6303 4.3892
H -1.0312 -1.7143 5.3021
H -1.7788 -0.3327 6.1119